No. 1
ORCA calculation (wB97M-V/def2-TZVPD) on an isolated molecule of C5H10N2.

```
17
Properties=species:S:1:pos:R:3:forces:R:3
C 1.429 -0.061 -2.085 0.08 0.03 -0.06
C 0.071 -0.695 -1.787 -0.04 -0.09 -0.14
N -0.108 -0.562 -0.353 -0.21 0.40 0.10
C -0.755 0.440 0.070 0.20 -0.21 0.02
C -0.664 0.830 1.505 -0.09 0.18 -0.10
C -0.982 -0.134 2.591 -0.27 -0.12 0.15
N 0.395 0.199 2.284 0.18 -0.04 -0.03
H 1.758 -0.227 -3.114 -0.07 -0.02 0.09
H 2.172 -0.471 -1.394 -0.04 0.02 -0.19
H 1.376 1.017 -1.900 0.02 -0.13 -0.08
H -0.725 -0.196 -2.362 0.08 -0.04 0.11
H 0.069 -1.756 -2.060 0.02 0.15 0.08
H -1.313 1.111 -0.602 0.12 -0.10 0.07
H -0.805 1.895 1.682 -0.01 -0.16 0.04
H -1.339 0.245 3.546 -0.01 -0.08 -0.17
H -1.374 -1.105 2.294 0.10 0.11 -0.01
H 0.794 -0.528 1.686 -0.06 0.10 0.11
```
Positions in Å, forces in eV/Å.

Output
* strongest force on any atom: 0.466 eV Å⁻¹
* E_tot: -8325.7536 eV
* 2S+1: 1
* structure (SMILES): CC/N=C/[C@H]1CN1
* E_LUMO: 1.1 eV

Mulliken atomic charge list, values in e, 5 entries:
1 C -1.037
2 C -0.431
3 N -0.425
4 C -0.180
5 C 0.105



No. 2
ORCA calculation (wB97M-V/def2-TZVPD) on a structure of composition C4H10O.

```
15
Properties=species:S:1:pos:R:3:forces:R:3
C 2.054 0.250 0.077 0.04 0.11 0.01
C 0.970 -0.804 -0.158 0.03 -0.11 -0.05
C -0.365 -0.248 -0.570 0.45 -0.06 -0.31
C -2.226 -0.088 0.230 -0.58 -0.01 0.28
O -0.800 0.743 0.582 -0.12 0.15 0.01
H 1.721 0.971 0.832 0.09 -0.07 -0.07
H 2.267 0.802 -0.845 -0.02 -0.07 0.10
H 2.992 -0.189 0.433 -0.11 0.03 -0.03
H 1.270 -1.490 -0.962 0.00 0.08 0.09
H 0.858 -1.426 0.741 0.00 0.08 -0.10
H -0.253 0.416 -1.439 0.03 -0.10 0.04
H -2.657 -0.204 -0.760 0.19 0.08 0.05
H -2.182 -1.039 0.743 0.04 0.12 -0.05
H -2.833 0.633 0.807 -0.02 -0.03 0.01
H -0.816 1.672 0.288 -0.01 -0.18 0.03
```
Positions in Å, forces in eV/Å.

Output
* strongest force on any atom: 0.643 eV Å⁻¹
* E_tot: -6352.0509 eV
* 2S+1: 1
* E_LUMO: 0.8 eV

Mulliken atomic charge list, values in e, 5 entries:
1 C -1.068
2 C -0.284
3 C -0.646
4 C -0.529
5 O -0.328



No. 3
ORCA calculation (wB97M-V/def2-TZVPD) on an isolated molecule of C5H12OSi.

```
19
Properties=species:S:1:pos:R:3:forces:R:3
C 0.993 -0.015 0.024 0.37 0.15 0.81
C 1.817 1.237 -0.202 1.07 -0.50 -2.57
C 1.857 -1.206 -0.287 0.48 -0.68 -1.21
C -1.871 -1.685 0.127 -2.44 1.96 -2.22
C -1.917 1.608 0.194 1.97 0.28 0.01
O 0.346 -0.060 1.383 -0.21 -0.09 -0.68
Si -0.855 -0.034 0.190 0.32 -0.02 0.65
H 1.554 2.042 0.421 -0.24 0.91 1.02
H 1.561 1.560 -1.243 0.38 0.03 0.61
H 2.966 1.075 -0.240 -1.92 0.12 0.50
H 1.426 -2.142 0.057 -0.46 -0.19 -0.50
H 2.838 -1.227 0.235 -0.42 0.66 -0.28
H 2.057 -1.190 -1.427 -0.26 -0.37 1.80
H -2.557 -1.588 0.976 0.39 -0.56 0.28
H -2.673 -1.727 -0.753 1.66 0.60 1.43
H -1.408 -2.636 -0.015 0.78 -0.41 0.63
H -1.435 2.435 -0.386 -0.36 -1.11 -0.63
H -2.904 1.356 -0.194 -0.14 0.60 0.45
H -1.795 2.198 1.142 -0.97 -1.38 -0.10
```
Positions in Å, forces in eV/Å.

Output
* strongest force on any atom: 3.841 eV Å⁻¹
* E_tot: -15303.9760 eV
* 2S+1: 1
* structure (SMILES): CC1(C)O[Si]1(C)C
* E_LUMO: 0.7 eV

Mulliken atomic charge list, values in e, 5 entries:
1 C 1.239
2 C -1.488
3 C -1.485
4 C -1.025
5 C -1.109



No. 4
ORCA calculation (wB97M-V/def2-TZVPD) on a structure of composition C31H39ClN6OTi.

```
79
Properties=species:S:1:pos:R:3:forces:R:3
Ti 0.153 0.235 -0.085 0.00 0.55 -0.05
C -1.804 -1.799 -3.287 0.01 -0.02 -0.01
C -0.320 -2.156 -3.277 0.00 -0.03 -0.03
C 0.614 -0.974 -2.982 0.03 0.03 -0.19
N 1.085 -0.875 -1.605 -0.24 -0.04 0.34
C 2.156 -1.583 -1.260 0.10 -0.03 -0.20
C 2.715 -2.573 -2.090 -0.11 -0.04 0.08
C 3.785 -3.434 -1.906 0.05 0.01 0.05
C 4.684 -3.542 -0.863 0.00 0.00 0.03
C 4.731 -2.719 0.256 -0.02 -0.04 -0.09
C 3.922 -1.662 0.610 0.07 0.20 0.03
C 2.761 -1.122 0.010 -0.06 -0.12 0.15
N 2.079 -0.132 0.542 -0.10 -0.01 -0.31
C 2.636 0.850 1.444 0.00 0.07 0.28
C 3.120 2.014 0.581 -0.02 -0.02 0.02
C 1.975 2.835 -0.003 0.11 0.12 -0.03
N 0.986 2.079 -0.763 -0.09 0.00 0.21
C 0.111 2.790 -1.462 0.03 0.04 -0.04
C 0.073 4.201 -1.453 0.08 0.07 -0.04
C -0.571 5.115 -2.273 0.00 -0.05 -0.01
C -1.330 4.911 -3.408 -0.03 -0.03 -0.06
C -1.721 3.669 -3.892 0.07 0.14 0.03
C -1.578 2.428 -3.315 -0.09 -0.16 0.10
C -0.972 2.015 -2.099 0.12 0.09 -0.22
N -1.234 0.859 -1.524 0.32 -0.18 0.20
C -2.497 0.166 -1.750 -0.26 -0.01 0.00
C -2.381 -1.340 -1.941 -0.07 0.02 0.04
H -1.983 -1.028 -4.046 0.00 0.02 0.00
H -2.355 -2.680 -3.626 0.01 0.00 0.02
H -0.145 -2.944 -2.542 -0.01 0.01 -0.01
H -0.063 -2.568 -4.258 0.02 0.00 -0.02
H 1.489 -1.008 -3.639 -0.04 0.00 0.03
H 0.106 -0.041 -3.222 0.03 -0.06 0.01
H 2.184 -2.743 -3.014 -0.04 0.01 -0.01
H 3.930 -4.139 -2.719 0.00 -0.01 -0.01
H 5.435 -4.317 -0.936 0.02 -0.02 0.00
H 5.529 -2.931 0.959 0.00 0.00 0.01
H 4.206 -1.177 1.535 -0.01 -0.03 -0.03
H 1.837 1.194 2.112 0.08 -0.02 -0.01
H 3.438 0.461 2.078 -0.06 0.04 -0.10
H 3.732 2.691 1.182 -0.02 0.01 0.01
H 3.760 1.619 -0.214 -0.03 0.00 0.02
H 1.463 3.345 0.826 0.02 -0.01 -0.04
H 2.416 3.610 -0.641 -0.04 -0.04 0.03
H 0.648 4.661 -0.663 -0.02 -0.03 0.02
H -0.408 6.151 -1.995 0.00 0.02 0.00
H -1.650 5.784 -3.961 0.00 0.02 -0.01
H -2.259 3.673 -4.834 -0.01 -0.01 -0.02
H -2.041 1.618 -3.867 0.01 0.03 0.02
H -3.100 0.341 -0.851 0.03 -0.02 -0.06
H -3.051 0.600 -2.590 0.09 -0.07 0.15
H -1.820 -1.786 -1.114 0.03 -0.03 -0.01
H -3.397 -1.730 -1.837 0.02 0.02 0.01
N 1.234 -4.404 0.967 0.09 -0.15 0.08
C 0.402 -3.345 0.780 0.30 0.11 0.00
O -0.289 -3.259 -0.217 -0.34 -0.02 -0.11
C 0.431 -2.304 1.873 -0.07 0.03 0.12
C -0.319 -1.014 1.582 0.13 -0.06 -0.17
H 1.344 -5.058 0.209 0.00 0.02 0.03
H 1.923 -4.394 1.698 -0.02 0.00 -0.05
H 1.483 -2.093 2.095 -0.04 -0.01 0.00
H 0.047 -2.790 2.781 -0.07 0.01 -0.04
H -0.270 -0.383 2.471 -0.05 -0.07 -0.09
H -1.389 -1.176 1.374 0.04 -0.07 0.03
C -7.925 -0.814 2.589 -0.01 0.01 0.00
C -6.500 -0.852 2.120 0.05 0.00 -0.01
C -5.724 0.296 2.045 0.02 -0.03 0.00
C -4.410 0.206 1.607 -0.03 0.02 0.06
N -3.843 -0.940 1.246 0.18 0.02 -0.08
C -4.581 -2.041 1.322 -0.12 -0.05 0.00
C -5.899 -2.050 1.746 0.04 0.02 0.00
H -8.238 0.203 2.812 -0.03 0.04 0.01
H -8.050 -1.416 3.489 -0.01 -0.02 0.04
H -8.592 -1.221 1.829 -0.03 -0.01 -0.03
H -6.131 1.258 2.327 -0.03 0.04 0.01
H -3.778 1.086 1.550 0.01 0.02 0.00
H -4.091 -2.962 1.027 0.00 -0.05 -0.02
H -6.450 -2.980 1.784 -0.03 -0.04 0.01
Cl -0.958 1.852 1.410 0.04 -0.16 -0.06
```
Positions in Å, forces in eV/Å.

Output
* strongest force on any atom: 0.551 eV Å⁻¹
* E_tot: -79407.2898 eV
* 2S+1: 1
* E_LUMO: -0.3 eV

Mulliken atomic charge list, values in e, 5 entries:
1 Ti -1.869
2 C -1.495
3 C -0.166
4 C -1.591
5 N 0.827



No. 5
ORCA calculation (wB97M-V/def2-TZVPD) on a cluster of 11 separate species, C41H89N5O19 in total.

```
154
Properties=species:S:1:pos:R:3:forces:R:3
C -8.956 -8.805 14.012 0.06 -1.74 -0.62
O -9.030 -8.320 15.278 -0.45 2.67 3.01
C -8.621 -6.969 15.540 -0.28 0.45 0.75
C -9.099 -6.420 16.956 -0.02 0.25 -0.28
O -8.402 -5.247 17.443 0.32 -1.37 -0.18
C -8.585 -4.082 16.693 -0.19 -0.04 -0.95
H -7.962 -9.233 13.879 0.26 0.15 -0.71
H -9.274 -8.174 13.181 0.11 0.41 0.13
H -9.640 -9.650 14.091 -0.04 -0.23 -0.73
H -9.064 -6.275 14.825 -0.07 -0.19 -0.46
H -7.540 -6.848 15.468 0.25 -0.18 0.08
H -9.051 -7.158 17.756 0.47 -0.10 -0.20
H -10.152 -6.141 16.910 -0.29 -0.09 -0.34
H -8.355 -4.224 15.637 0.32 -0.16 -0.23
H -7.913 -3.298 17.042 -0.24 -0.12 0.33
H -9.628 -3.767 16.676 -0.23 0.28 0.44
C -16.549 -4.674 25.817 -0.54 0.60 0.31
O -17.720 -4.057 26.440 1.15 -0.73 -0.63
C -18.643 -4.952 27.054 -0.96 0.31 -1.22
C -20.011 -4.237 27.126 -0.37 1.60 -0.40
O -20.937 -4.585 26.077 -1.12 -1.01 0.36
C -22.305 -4.123 26.317 1.47 0.08 0.33
H -15.893 -3.866 25.496 -0.12 0.16 0.29
H -16.741 -5.242 24.906 -0.71 -0.12 0.01
H -15.981 -5.333 26.474 -0.16 0.05 0.40
H -18.259 -5.321 28.005 -0.14 0.15 0.20
H -18.845 -5.799 26.399 0.26 -0.36 -0.06
H -19.900 -3.177 26.896 0.93 0.33 0.44
H -20.463 -4.211 28.118 -0.21 -0.79 0.14
H -22.900 -4.179 25.405 0.41 -0.17 -0.05
H -22.273 -3.088 26.659 0.00 0.29 -0.15
H -22.808 -4.671 27.112 0.14 -0.39 0.02
C -13.495 3.042 27.199 0.30 -0.47 1.20
O -13.757 3.288 25.879 -0.87 -0.87 -1.94
C -13.848 2.076 25.090 0.48 0.93 -0.80
C -14.713 2.290 23.836 0.53 -0.12 1.41
O -14.067 3.325 23.119 -0.32 -0.31 0.18
C -14.915 3.983 22.264 -1.57 1.72 -1.41
H -14.159 2.304 27.649 -0.83 0.20 0.11
H -13.552 4.004 27.710 0.10 -0.23 0.22
H -12.546 2.538 27.382 0.75 0.41 -0.19
H -14.182 1.237 25.699 -0.07 -0.05 -0.03
H -12.867 1.899 24.649 0.41 -0.38 0.48
H -15.728 2.458 24.195 -0.26 0.87 -0.39
H -14.767 1.387 23.229 0.22 -0.27 -0.02
H -15.502 3.411 21.545 0.27 -0.97 0.02
H -14.466 4.751 21.635 1.07 -0.31 0.17
H -15.689 4.597 22.725 -0.17 -0.15 0.97
C -9.312 6.241 21.691 -0.93 0.20 -1.05
O -8.300 5.268 21.891 -0.83 0.32 0.48
C -8.624 4.036 22.565 0.90 -0.19 -0.68
C -8.910 4.146 24.010 0.29 0.10 1.14
O -7.712 4.539 24.649 0.88 2.56 0.31
C -7.986 5.421 25.734 -1.77 -1.00 1.03
H -9.731 6.850 22.492 0.55 -0.50 1.00
H -10.197 5.870 21.174 -0.20 -0.82 0.10
H -9.019 7.007 20.973 1.00 -0.20 0.01
H -7.673 3.505 22.503 -0.11 -0.25 -0.28
H -9.404 3.429 22.106 -0.20 0.28 -0.54
H -9.100 3.223 24.558 -0.86 -0.62 -0.84
H -9.766 4.804 24.158 0.08 0.41 0.35
H -7.205 5.906 26.319 0.72 -0.58 -0.79
H -8.570 4.799 26.413 0.23 -0.21 0.91
H -8.754 6.179 25.584 0.23 0.48 -1.13
C -17.025 -0.713 14.900 0.38 -0.38 1.78
O -17.272 -1.664 15.972 0.71 -0.03 -0.64
C -18.590 -1.580 16.476 0.46 -0.01 -1.41
C -18.794 -2.281 17.751 0.48 0.75 2.66
O -18.083 -1.566 18.841 -0.62 -0.23 -0.12
C -18.576 -1.976 20.141 1.09 -0.88 -1.06
H -17.003 0.211 15.478 -0.09 0.67 -0.88
H -17.722 -0.723 14.063 -0.44 -0.08 0.27
H -16.033 -0.905 14.491 -0.02 -0.14 0.22
H -19.157 -2.076 15.689 -0.97 0.16 0.18
H -18.912 -0.548 16.620 0.01 0.26 -0.22
H -18.518 -3.336 17.760 0.10 -0.05 -0.09
H -19.838 -2.154 18.036 -0.36 -0.43 -0.39
H -19.624 -1.739 20.322 -0.06 0.03 -0.18
H -17.954 -1.613 20.959 0.04 0.69 -0.39
H -18.377 -3.047 20.171 -0.64 -0.38 0.27
C -12.914 -11.398 23.733 1.59 -0.57 2.15
O -14.098 -11.178 23.791 -0.09 -0.07 -0.72
N -12.258 -12.459 24.326 1.72 -0.01 -0.31
C -10.727 -12.399 24.525 -1.46 0.80 0.21
C -12.957 -13.502 25.014 -0.58 -1.08 0.45
H -12.089 -10.726 23.453 -0.56 0.64 -0.90
H -10.273 -13.359 24.774 -0.45 -0.16 -0.54
H -10.451 -11.748 25.354 -0.51 0.00 0.50
H -10.204 -11.888 23.717 -0.35 -0.55 -0.55
H -14.043 -13.442 24.954 0.11 0.75 -0.10
H -12.777 -14.501 24.619 0.52 -0.02 -0.32
H -12.692 -13.563 26.070 0.07 0.28 0.14
C -17.557 -6.590 13.788 -0.70 -2.26 -1.30
O -18.539 -7.337 13.796 1.09 1.49 0.26
N -16.551 -6.710 12.850 -0.86 0.36 0.36
C -15.304 -6.075 13.121 0.21 1.08 -0.61
C -16.541 -7.721 11.811 -1.28 -1.37 0.49
H -17.354 -5.797 14.524 -0.14 -0.04 -0.02
H -14.572 -6.646 13.691 0.00 -0.38 -0.13
H -15.485 -5.148 13.665 0.07 0.06 0.03
H -14.934 -5.810 12.130 0.69 0.16 0.25
H -16.188 -7.501 10.803 0.82 0.82 0.48
H -16.070 -8.608 12.234 0.45 -0.17 -0.41
H -17.542 -8.073 11.562 -0.35 0.28 0.62
C -2.198 -0.752 24.604 1.36 0.62 1.21
O -1.330 -0.488 25.446 -1.22 -0.40 -1.05
N -2.688 -1.968 24.341 0.03 -0.71 -0.92
C -3.607 -2.204 23.224 -0.20 -0.43 0.44
C -2.248 -3.172 25.043 -0.51 0.13 0.34
H -2.672 0.022 23.981 0.08 0.08 -0.01
H -3.286 -3.120 22.728 -0.28 -0.18 0.11
H -3.683 -1.482 22.411 0.50 0.57 0.51
H -4.598 -2.301 23.667 -0.22 -0.37 -0.39
H -3.057 -3.899 25.112 -0.44 0.29 -0.01
H -1.474 -3.746 24.533 0.48 0.50 -0.01
H -1.993 -2.895 26.066 0.41 -0.08 -0.23
C -10.818 -5.875 29.269 -0.42 0.07 -0.91
O -10.871 -5.623 28.087 0.35 -0.38 -0.97
N -11.471 -5.144 30.164 -1.52 0.48 -0.59
C -11.302 -5.395 31.533 1.08 -0.91 1.16
C -12.532 -4.185 29.817 0.42 -0.55 0.47
H -10.288 -6.745 29.685 0.25 0.12 0.06
H -12.197 -5.432 32.155 -0.16 0.75 -0.22
H -10.513 -4.712 31.848 -0.32 0.06 1.06
H -10.931 -6.413 31.651 0.39 -0.04 0.03
H -12.539 -3.847 28.781 0.47 -0.11 0.23
H -13.471 -4.701 30.015 -0.27 0.20 0.00
H -12.413 -3.377 30.539 -0.27 0.32 -0.33
C -14.973 -11.939 16.740 -0.36 -0.83 0.36
O -16.167 -12.120 16.724 -0.64 -0.79 -0.45
N -14.421 -10.795 17.063 0.99 3.17 -0.20
C -12.976 -10.709 17.304 -0.41 0.22 1.27
C -15.242 -9.635 17.480 0.13 -0.32 0.69
H -14.181 -12.690 16.599 -0.28 -0.51 -0.38
H -12.615 -9.680 17.326 -0.33 0.07 -0.30
H -12.300 -11.269 16.658 -0.57 -0.20 -0.22
H -12.892 -11.060 18.332 0.78 -0.13 0.13
H -15.080 -8.732 16.891 0.02 -0.28 -0.39
H -16.301 -9.879 17.560 0.18 -0.26 -0.68
H -15.010 -9.348 18.505 0.49 -0.12 0.18
C -12.574 -4.758 20.799 0.13 0.83 0.52
C -11.638 -4.289 21.693 -0.62 -0.94 -1.41
C -11.282 -2.793 21.772 0.38 0.27 0.30
O -10.494 -2.224 22.522 -0.53 -1.74 -0.16
C -11.992 -1.989 20.813 -2.27 -0.64 -1.48
C -12.987 -2.476 19.990 -0.24 2.23 -0.62
C -13.420 -3.910 19.859 1.84 -1.19 1.33
O -14.252 -4.342 19.082 0.66 0.89 0.75
O -13.650 -1.584 19.188 1.02 -0.12 0.95
O -10.918 -5.261 22.330 -0.50 0.91 -0.02
H -12.717 -5.828 20.810 -0.15 -0.08 -0.19
H -11.815 -0.926 20.885 0.00 0.04 -0.25
H -14.390 -1.961 18.707 -0.21 -0.65 -0.05
H -10.756 -4.982 23.234 0.43 0.18 0.32
```
Positions in Å, forces in eV/Å.

Output
* strongest force on any atom: 4.046 eV Å⁻¹
* E_tot: -90300.0128 eV
* 2S+1: 1
* structure (SMILES): O=C1C=C(O)C(=O)C=C1O.CN(C)C=O.CN(C)C=O.CN(C)C=O.CN(C)C=O.CN(C)C=O.COCCOC.COCCOC.COCCOC.COCCOC.COCCOC
* E_LUMO: -1.7 eV

Mulliken atomic charge list, values in e, 5 entries:
1 C -0.705
2 O -0.271
3 C -0.436
4 C -0.368
5 O -0.379



No. 6
ORCA calculation (wB97M-V/def2-TZVPD) on an isolated molecule of C9H10ClNO2.

```
23
Properties=species:S:1:pos:R:3:forces:R:3
O -4.993 -0.391 -1.150 -0.04 0.00 -0.21
C -4.474 -0.190 -0.088 -0.01 0.23 -0.32
O -4.837 -0.827 1.029 -0.04 -0.25 0.74
H -5.556 -1.455 0.851 0.13 0.17 -0.26
C -3.328 0.762 0.159 0.10 -0.24 0.02
C -2.005 0.044 -0.125 0.01 -0.05 -0.03
N -0.904 0.938 0.143 -0.46 0.37 0.04
C 0.414 0.556 0.049 0.40 -0.11 0.05
C 0.814 -0.781 -0.004 -0.25 0.14 -0.03
C 2.154 -1.117 -0.031 0.24 0.16 -0.01
C 3.117 -0.123 -0.008 -0.14 -0.08 0.01
C 2.745 1.211 0.038 -0.03 -0.10 -0.03
C 1.407 1.543 0.065 -0.05 -0.08 -0.03
H 1.116 2.583 0.100 -0.03 0.12 0.03
H 3.498 1.983 0.051 0.08 0.05 0.00
Cl 4.797 -0.547 -0.045 0.20 -0.05 0.00
H 2.450 -2.154 -0.073 0.05 -0.08 0.00
H 0.080 -1.570 -0.030 -0.10 -0.09 0.00
H -1.078 1.903 -0.098 0.03 -0.09 0.00
H -2.002 -0.315 -1.166 -0.01 -0.04 0.15
H -1.920 -0.821 0.540 -0.04 0.01 -0.09
H -3.436 1.616 -0.511 -0.07 -0.04 0.02
H -3.349 1.093 1.197 0.04 0.06 -0.04
```
Positions in Å, forces in eV/Å.

Output
* strongest force on any atom: 0.785 eV Å⁻¹
* E_tot: -27603.4542 eV
* 2S+1: 1
* structure (SMILES): O=C(O)CCNc1ccc(Cl)cc1
* E_LUMO: 0.6 eV

Mulliken atomic charge list, values in e, 5 entries:
1 O -0.546
2 C 0.416
3 O -0.450
4 H 0.335
5 C -0.504